(1)
The following is a quantum chemistry calculation of a structure of composition C10H14Cl32N2O2, from the OMol25 dataset.

```
60
Properties=species:S:1:pos:R:3:nbo_charge:R:1
N -0.1287 3.2272 0.0613 -0.918
H 0.4710 3.8496 0.5838 0.410
H -0.6652 3.6746 -0.6682 0.425
H -0.6437 2.6015 0.6641 0.483
H 0.4089 2.5526 -0.4641 0.479
N -0.4443 -0.3512 -0.7030 -0.913
H -1.1221 -0.0067 -0.0381 0.475
H 0.1445 -1.0858 -0.3371 0.419
H -1.0272 -0.6612 -1.4674 0.406
H 0.1030 0.4084 -1.0817 0.474
C 2.5476 1.4103 -2.0894 -0.215
O 1.2617 1.5439 -1.5495 -1.039
H 3.1255 2.3128 -1.8903 0.131
H 3.1582 0.5727 -1.7524 0.128
H 2.5220 1.4047 -3.1791 0.133
C -3.2528 1.3495 1.3184 -0.226
O -1.8829 1.2952 0.9798 -1.050
H -3.3935 1.4019 2.3980 0.130
H -3.6115 2.3090 0.9458 0.133
H -3.8727 0.5219 0.9736 0.133
C 1.2893 -1.2989 5.2239 -0.267
Cl 1.8089 -0.7705 6.7234 0.089
Cl 1.9500 -0.2396 3.9957 0.057
Cl 1.8353 -2.9545 5.1114 0.064
Cl -0.4474 -1.0973 5.1937 0.059
C -4.0313 -1.8317 -3.0295 -0.214
Cl -4.9099 -3.1817 -3.7996 0.050
Cl -3.8401 -2.3372 -1.2825 0.023
Cl -2.5246 -1.5498 -3.8866 0.068
Cl -4.9712 -0.3504 -3.0579 0.078
C 3.4076 -2.4329 -0.2339 -0.182
Cl 3.0205 -2.3885 -2.0040 0.031
Cl 5.1666 -2.2858 -0.1943 0.065
Cl 2.6133 -1.0140 0.6294 0.041
Cl 2.8924 -4.0416 0.4321 0.051
C -1.3801 -3.7263 1.6335 -0.214
Cl -3.0619 -4.3621 1.8235 0.022
Cl -0.8123 -4.0113 -0.0408 0.035
Cl -1.4624 -1.9887 1.9295 0.082
Cl -0.3901 -4.6199 2.7879 0.067
C 4.9363 2.2898 1.6901 -0.233
Cl 5.4999 0.8166 0.8708 0.052
Cl 5.6775 2.1638 3.2634 0.063
Cl 5.5624 3.6700 0.8947 0.079
Cl 3.1570 2.5245 1.7366 0.034
C -1.0985 2.9751 -4.3035 -0.246
Cl 0.2394 2.2589 -5.1931 0.083
Cl -0.7086 4.3913 -3.3567 0.043
Cl -2.3711 3.5527 -5.3972 0.029
Cl -1.8346 1.8265 -3.3140 0.090
C -1.4038 -6.0460 -3.2388 -0.210
Cl 0.0599 -5.0006 -3.2137 0.045
Cl -1.0381 -7.4437 -2.2485 0.060
Cl -2.8388 -5.3229 -2.4940 0.063
Cl -1.8305 -6.5418 -4.9240 0.043
C -0.2915 4.3907 3.7461 -0.214
Cl 1.1849 5.0295 2.9959 0.055
Cl -0.8301 5.0971 5.2902 0.060
Cl -1.5738 4.8900 2.5883 0.013
Cl -0.3484 2.6302 3.9481 0.090
```

Values from the calculation:
HOMO in Ha: -0.2759
Energy relative to the best compared isomer or geometry (same formula, charge and spin) in kJ/mol: 140.3
Max |F| in hartree/bohr: 0.0625
LUMO energy in eV: -0.28
Total energy in Ha: -15375.338587



(2)
The following is a quantum chemistry calculation of a structure of composition C10H14ClMoN4O3, from the OMol25 dataset.

```
33
Properties=species:S:1:pos:R:3:nbo_charge:R:1
Mo -0.2699 -0.1828 0.0088 1.680
N 1.2949 1.3200 0.3571 -0.815
C 2.5045 1.0917 -0.4667 -0.344
C 2.0958 0.4333 -1.7596 0.674
O 2.7448 0.3313 -2.7436 -0.416
N 0.7218 -0.0766 -1.7041 -0.565
C 0.3151 -0.4774 -3.0448 -0.419
C -1.0572 -0.1429 -3.4518 0.955
O -2.0513 0.0896 -3.8883 -0.141
O -1.6788 -0.0688 -0.8604 -0.454
H 0.9174 2.2512 0.1665 0.434
H 1.5110 1.2883 1.3730 0.467
H 3.1996 0.4388 0.0633 0.278
H 3.0267 2.0216 -0.6932 0.297
H 0.4080 -1.5602 -3.2231 0.331
H 0.9450 0.0058 -3.8114 0.364
Cl 1.5065 -1.9064 0.9733 0.143
C -0.0510 -2.2441 0.1993 -0.589
H -0.7732 -2.6473 0.9132 0.294
H 0.0677 -2.8622 -0.6855 0.285
N 1.1151 0.6909 3.0580 -0.844
C -0.2815 0.7726 3.0832 0.419
C -0.9596 1.3266 4.1539 -0.248
C -2.3409 1.3842 4.1470 -0.001
C -3.0399 0.8644 3.0534 -0.223
C -2.3329 0.3672 2.0009 0.071
N -0.9467 0.3263 1.9685 -0.576
H 1.5338 1.1939 3.8358 0.437
H 1.4488 -0.2691 3.0902 0.419
H -0.3963 1.6794 5.0083 0.275
H -2.8726 1.8116 4.9885 0.283
H -4.1207 0.8616 3.0202 0.290
H -2.8515 -0.0109 1.1320 0.240
```

Values from the calculation:
HOMO in Ha: -0.7272
Energy relative to the best compared isomer or geometry (same formula, charge and spin) in kJ/mol: 199.7
Max |F| in hartree/bohr: 0.0101
Charge: +3
LUMO energy in eV: -13.72
Total energy in Ha: -1361.482310



(3)
The following is a quantum chemistry calculation of the molecule C10H14ClN, from the OMol25 dataset.

```
26
Properties=species:S:1:pos:R:3:nbo_charge:R:1
C -2.3015 2.0713 -0.6776 -0.667
C -2.2186 0.5687 -0.3956 -0.006
C -2.9067 -0.3966 -1.1203 -0.216
C -3.0545 -1.6465 -0.5388 -0.200
C -2.1807 -2.0495 0.5187 -0.210
C -1.2019 -1.1800 1.0033 -0.198
C -1.3174 0.1450 0.6035 -0.072
C -0.3775 1.1163 1.2435 -0.241
C 1.5942 0.2728 0.1186 -0.257
C 3.0975 0.6739 -0.1908 -0.339
H -3.0334 2.4375 -1.3853 0.229
H -2.6868 2.5403 0.3104 0.228
H -1.4893 2.6203 -1.1369 0.222
H -3.7210 0.0564 -1.7641 0.212
H -3.8520 -2.3081 -0.8792 0.215
H -2.4143 -2.9916 0.8923 0.208
H -0.6419 -1.6366 1.8710 0.227
H -0.1534 0.8880 2.2562 0.198
H -0.8805 2.1834 1.2865 0.202
H 0.2904 1.6900 -0.4214 0.339
H 1.1074 -0.2852 -0.7029 0.196
H 1.8294 -0.3512 0.9841 0.198
H 3.2891 1.3694 -0.9897 0.209
H 3.4559 1.1804 0.7821 0.216
N 0.7801 1.4483 0.5442 -0.595
Cl 4.0378 -0.8814 -0.4882 -0.100
```

Values from the calculation:
HOMO in Ha: -0.3308
Energy relative to the best compared isomer or geometry (same formula, charge and spin) in kJ/mol: 244.2
SMILES: Cc1ccccc1CNCCCl
Max |F| in hartree/bohr: 0.1057
LUMO energy in eV: 0.83
Total energy in Ha: -904.314438



(4)
The following is a quantum chemistry calculation of the ion C10H14ClNO4P with charge +1, from the OMol25 dataset.

```
31
Properties=species:S:1:pos:R:3:nbo_charge:R:1
C 0.3368 2.6123 -1.0251 -0.612
C -1.1278 2.2298 -1.2190 -0.410
C -1.3946 0.9473 -2.0290 -0.425
C -0.3878 -0.1529 -1.8676 -0.074
O -0.5549 -0.8163 -0.5846 -0.500
C 0.5599 -1.0426 0.1201 0.319
C 1.6705 -1.6722 -0.4283 0.022
N 2.7924 -1.8550 0.2881 -0.405
C 2.8800 -1.4371 1.5557 0.070
C 1.7953 -0.8370 2.1681 -0.190
C 0.6199 -0.6383 1.4581 -0.044
C -0.5300 0.0271 2.1582 0.787
O -0.6594 1.1909 2.0958 -0.455
O -1.2883 -0.7785 2.9501 -0.790
P -2.6972 -1.4886 2.3321 1.436
O -2.9892 -0.4270 1.1613 -0.997
Cl -1.9359 -3.1005 1.2388 -0.366
H 0.7856 3.0725 -1.9013 0.215
H 0.9664 1.7872 -0.6950 0.171
H 0.3872 3.3519 -0.2314 0.232
H -1.6209 2.2191 -0.2524 0.219
H -1.5879 3.0422 -1.7755 0.221
H -2.3796 0.5822 -1.7455 0.217
H -1.4498 1.1912 -3.0871 0.229
H -0.5613 -0.8970 -2.6450 0.197
H 0.6311 0.1903 -2.0158 0.188
H 1.6242 -2.0181 -1.4467 0.252
H 3.5763 -2.3047 -0.1646 0.453
H 3.8111 -1.5830 2.0749 0.251
H 1.8851 -0.5233 3.1934 0.266
H -3.1572 -0.8724 0.3192 0.522
```

Values from the calculation:
HOMO in Ha: -0.4780
SMILES: CCCCOc1c[nH+]ccc1C(=O)OP(O)Cl
Max |F| in hartree/bohr: 0.0274
Charge: +1
LUMO energy in eV: -4.68
Total energy in Ha: -1546.533017



(5)
The following is a quantum chemistry calculation of a cluster of 2 separate species, C10H14ClO5P in total, from the OMol25 dataset.

```
31
Properties=species:S:1:pos:R:3:nbo_charge:R:1
C 1.0842 3.2408 0.6827 -0.239
O 2.2114 2.4355 0.9421 -0.550
C 3.0219 2.1709 -0.1957 -0.105
C 3.2061 0.6556 -0.3681 -0.240
O 3.4763 0.2636 -1.6944 -0.525
C 2.5798 0.6635 -2.7110 -0.259
P 1.9126 -0.3018 0.6114 1.106
O 0.5326 -0.0414 -0.2568 -1.011
Cl 2.4020 -2.1466 -0.1882 -0.328
H 0.5877 3.4322 1.6313 0.210
H 0.3599 2.7493 0.0174 0.143
H 1.3676 4.1959 0.2262 0.175
H 2.5799 2.6296 -1.0841 0.181
H 3.9995 2.6306 -0.0269 0.197
H 4.1137 0.3580 0.1730 0.217
H 2.7549 1.6980 -3.0304 0.162
H 2.7625 0.0113 -3.5640 0.205
H 1.5328 0.5542 -2.4250 0.172
H 0.4250 0.8703 -0.5311 0.494
C -4.1894 -1.3782 1.8847 -0.223
C -4.5418 -2.6497 1.7192 -0.233
C -3.7896 -3.5452 0.8022 0.475
O -4.1169 -4.7022 0.6504 -0.489
C -2.6279 -2.9676 0.0816 -0.222
C -2.2728 -1.6960 0.2476 -0.239
C -3.0284 -0.8014 1.1598 0.479
O -2.7147 0.3616 1.3058 -0.499
H -4.7229 -0.7058 2.5446 0.229
H -5.3842 -3.0936 2.2342 0.232
H -2.0925 -3.6398 -0.5768 0.232
H -1.4291 -1.2513 -0.2618 0.253
```

Values from the calculation:
HOMO in Ha: -0.3231
SMILES: COC[C@H](OC)P(O)Cl.O=C1C=CC(=O)C=C1
Max |F| in hartree/bohr: 0.0054
LUMO energy in eV: -1.32
Total energy in Ha: -1567.142590



(6)
The following is a quantum chemistry calculation of a structure of composition C10H14CuFIO4, from the OMol25 dataset.

```
31
Properties=species:S:1:pos:R:3:nbo_charge:R:1
C 0.7324 2.4020 2.3708 -0.708
C -0.4810 2.7060 1.5253 0.806
O -1.5541 2.9294 1.9831 -0.549
O -0.2067 2.5216 0.2167 -0.515
C -1.2813 1.7963 -0.3986 -0.116
C -1.1532 0.3417 0.0657 0.029
O -1.2894 0.3411 1.5121 -0.456
C -0.1640 -0.0941 2.0808 0.886
O 0.1273 0.2276 3.2117 -0.790
C 0.5828 -0.9869 1.1319 -0.584
C 0.1040 -0.5531 -0.2687 -0.110
I 1.7841 0.4849 -1.1557 0.182
C -0.2997 -1.7727 -1.1507 -0.435
C -0.1330 -1.7201 -2.6816 -0.470
C 1.0829 -2.4745 -3.2456 0.057
F 1.9156 -1.6065 -3.9578 -0.366
H 1.5353 3.1468 2.3573 0.275
H 1.1469 1.4394 2.0552 0.230
H 0.1872 2.3420 3.3367 0.139
H -1.2241 1.8779 -1.4920 0.237
H -2.2316 2.2209 -0.0538 0.243
H -2.0133 -0.1701 -0.3847 0.224
H 1.6604 -0.8880 1.2979 0.272
H 0.2916 -2.0260 1.3665 0.279
H 0.2567 -2.6412 -0.7586 0.218
H -1.3624 -1.9719 -0.9404 0.219
H -0.0801 -0.6865 -3.0520 0.241
H -1.0422 -2.1508 -3.1243 0.232
H 1.6850 -2.9258 -2.4446 0.161
H 0.7846 -3.2685 -3.9427 0.183
Cu 0.6392 1.1588 4.5401 0.987
```

Values from the calculation:
HOMO in Ha: -0.4625
Max |F| in hartree/bohr: 0.1031
Charge: +1
LUMO energy in eV: -4.86
Total energy in Ha: -2728.100948